15
Properties=species:S:1:pos:R:3 method="wB97M-V/def2-TZVPD" fmax_ha_per_bohr=0.068 charge=+1 homo_lumo_gap_ha=0.316 de_lowest_kj_mol=0.0 energy_ha=-844.2211
C -0.0528 -0.1434 1.5546
C -0.8830 -0.5094 -0.7772
C -0.4221 -1.0919 0.5080
N -0.2611 0.5302 -1.3518
O -1.9376 -1.0650 -1.3525
I 3.0541 1.6199 0.1946
I 1.2554 -2.3599 -0.1138
H 0.8783 0.6128 1.2824
H -0.9626 0.4292 1.8334
H 0.2149 -0.7179 2.4331
H -1.2306 -1.7985 0.8259
H -0.7517 1.0066 -2.0794
H 0.5671 1.0928 -1.1032
H 2.5745 3.0803 0.3822
H -2.0426 -0.6857 -2.2363

15
Properties=species:S:1:pos:R:3 method="wB97M-V/def2-TZVPD" fmax_ha_per_bohr=0.076 charge=0 homo_lumo_gap_ha=0.276 de_lowest_kj_mol=344.2 energy_ha=-1079.2014
C -0.9993 -0.5485 -1.9817
C 1.0134 -0.1587 2.6340
C -1.4571 0.5251 -0.9869
O -1.1244 0.1969 0.3108
Si 1.3697 0.1166 0.7711
I 3.0222 -1.4059 -0.2932
I 1.9455 2.3185 -0.2859
H -1.2199 -1.4377 -1.4657
H -1.5931 -0.6932 -2.9744
H -0.0285 -0.4801 -2.3522
H 1.5531 -0.9598 3.0603
H 1.0533 0.7509 3.2795
H -0.0912 -0.4551 2.5043
H -2.5908 0.7635 -1.0000
H -0.8530 1.4674 -1.2199

14
Properties=species:S:1:pos:R:3 method="wB97M-V/def2-TZVPD" fmax_ha_per_bohr=0.078 charge=+1 homo_lumo_gap_ha=0.323 de_lowest_kj_mol=361.6 energy_ha=-525.9082
C -1.3405 0.1796 0.6266
C -0.4063 1.0524 -0.0802
C 1.0409 -0.3174 -1.3599
N 0.6088 -1.5066 -0.9791
N -0.3208 0.8442 1.3968
I 2.9500 0.1328 -0.6741
H -2.3982 0.3325 0.8840
H -1.0817 -0.9092 0.5938
H -0.3685 2.1439 -0.4241
H 0.6354 0.1789 -2.1511
H -0.1819 -2.0433 -1.5831
H 0.9325 -1.8355 -0.0491
H -0.4065 1.5886 2.1338
H 0.3367 0.1590 1.6658

Which value of charge does entry 3 give? +1